{"formula": "C5H4ClI2N", "method": "ωB97M-V with the def2-TZVPD basis set", "fmax_ev_per_a": 1.9, "relative_energy_kj_mol": 80.19, "species": ["C", "C", "C", "C", "C", "N", "Cl", "I", "I", "H", "H", "H", "H"], "positions_angstrom": [[0.90912, 0.91622, 0.13164], [1.60004, -0.38657, 0.00782], [-0.30002, -1.15126, 0.97564], [-1.38420, -0.90107, 0.24300], [0.05713, 1.36096, -0.77738], [0.97366, -1.37726, 0.47066], [-1.51504, -1.22966, -1.43841], [-1.39250, 2.82347, -0.29216], [0.38488, 1.08529, -2.84285], [0.78174, 1.22281, 1.16638], [2.58221, -0.51383, -0.42367], [-0.35408, -1.08770, 2.05565], [-2.34298, -0.76140, 0.72367]], "forces_ev_per_angstrom": [[-0.45, 0.16, -0.06], [0.07, 0.30, -0.16], [-0.47, 0.40, -0.10], [-0.60, -1.47, 0.97], [0.70, 1.57, -0.65], [0.36, -0.92, -0.11], [-0.11, -0.05, 0.04], [0.34, -0.41, -0.07], [0.13, 0.16, 0.21], [-0.06, 0.19, -0.03], [0.18, -0.02, -0.06], [-0.16, 0.00, 0.06], [0.06, 0.10, -0.03]]}

***

{"formula": "C27H37N4O", "method": "ωB97M-V with the def2-TZVPD basis set", "fmax_ev_per_a": 2.7, "charge": 1, "relative_energy_kj_mol": 164.20, "species": ["C", "N", "C", "O", "C", "C", "C", "C", "C", "C", "C", "C", "N", "C", "C", "C", "C", "C", "C", "C", "C", "C", "C", "C", "C", "C", "C", "H", "H", "H", "H", "H", "H", "H", "H", "H", "H", "H", "H", "H", "H", "H", "H", "H", "H", "H", "H", "H", "H", "H", "H", "H", "H", "H", "C", "N", "N", "C", "C", "H", "H", "H", "H", "H", "H", "H", "H", "H", "H"], "positions_angstrom": [[3.86532, 2.95070, 1.70224], [3.23914, 2.02694, 0.79549], [3.96550, 1.35991, -0.15189], [5.15078, 1.53961, -0.42906], [3.03189, 0.36706, -0.82509], [3.43268, -1.09272, -0.61568], [3.49335, -1.44376, 0.84985], [4.63076, -1.10264, 1.59122], [4.69821, -1.39393, 2.95396], [3.62715, -2.03701, 3.58449], [2.50234, -2.40969, 2.83913], [2.45227, -2.14623, 1.46749], [1.74342, 0.68787, -0.22574], [0.61728, 0.07484, -0.62162], [-0.61873, 0.28109, -0.01351], [-1.80283, -0.28486, -0.48029], [-3.03298, -0.20404, 0.26551], [-4.07877, -1.15175, 0.10268], [-5.22562, -1.10063, 0.89304], [-5.37514, -0.10022, 1.86489], [-4.36247, 0.85388, 2.04033], [-3.22470, 0.82426, 1.23735], [1.83825, 1.66595, 0.88201], [1.53086, 1.09600, 2.28838], [1.13472, 2.30737, 3.12801], [0.76336, 3.45468, 2.15390], [0.95563, 2.93410, 0.73118], [4.87194, 3.17332, 1.33819], [3.28188, 3.87485, 1.74798], [3.94443, 2.53363, 2.71725], [3.00607, 0.60744, -1.90128], [2.70388, -1.72606, -1.13468], [4.42564, -1.22112, -1.06916], [5.46759, -0.61277, 1.08322], [5.59288, -1.11727, 3.51559], [3.67585, -2.25738, 4.65274], [1.66194, -2.91360, 3.32182], [1.59721, -2.47419, 0.86767], [0.71457, -0.61557, -1.46737], [-0.63497, 0.88259, 0.89516], [-1.74070, -0.89352, -1.37591], [-3.96193, -1.93264, -0.65110], [-6.00803, -1.84626, 0.75593], [-6.27497, -0.05475, 2.47491], [-4.45973, 1.62975, 2.80380], [-2.47567, 1.61767, 1.33570], [0.71716, 0.36633, 2.22057], [2.41198, 0.56261, 2.67008], [0.28846, 2.06825, 3.78517], [1.97111, 2.60618, 3.77451], [-0.27605, 3.76465, 2.32269], [1.39280, 4.33639, 2.33552], [1.44798, 3.64881, 0.05884], [-0.00385, 2.65762, 0.28748], [-2.29343, -2.66958, -2.97164], [-2.70427, -1.37099, -3.48108], [-3.71692, -1.32301, -4.42408], [-3.78405, -0.02997, -5.09281], [-3.72890, -2.42192, -5.37045], [-1.21852, -2.78612, -3.17494], [-2.42148, -2.71522, -1.88240], [-2.82963, -3.50285, -3.44102], [-2.85953, -0.61833, -2.81798], [-4.71171, -0.02679, -5.67505], [-3.80016, 0.79385, -4.37159], [-2.94300, 0.14228, -5.79104], [-4.49049, -2.15576, -6.11684], [-2.75857, -2.58164, -5.87841], [-4.02849, -3.35568, -4.88429]], "forces_ev_per_angstrom": [[0.14, 0.41, 0.42], [0.77, -0.57, -0.87], [1.13, 0.63, 0.01], [-1.75, -0.47, 0.44], [0.35, 0.33, -0.79], [0.24, 0.00, 0.18], [0.14, -0.54, 0.15], [-0.08, 0.05, 0.10], [-0.13, 0.00, -0.09], [-0.10, 0.08, -0.16], [0.12, -0.02, -0.03], [0.12, 0.34, 0.16], [-2.21, -1.13, -0.53], [2.04, 1.02, 0.15], [-1.88, -0.17, 0.10], [1.70, 0.25, 0.95], [-1.18, 0.53, 0.67], [0.42, 0.32, -0.12], [0.13, 0.21, 0.11], [0.46, -0.13, -0.33], [0.16, -0.02, -0.23], [-0.01, -0.38, -0.15], [0.29, 0.31, 0.46], [-0.01, -0.39, -0.32], [-0.04, 0.18, 0.48], [-0.25, 0.38, 0.40], [0.09, -0.37, -0.38], [-0.24, -0.10, -0.02], [0.29, -0.08, 0.00], [0.01, 0.05, -0.29], [0.00, -0.11, 0.31], [0.25, -0.01, -0.01], [-0.34, -0.02, -0.05], [-0.27, -0.14, 0.25], [-0.30, -0.14, -0.13], [-0.04, 0.06, -0.35], [0.33, 0.09, -0.13], [0.21, 0.09, 0.25], [0.02, 0.28, 0.25], [-0.15, -0.40, -0.39], [-0.04, 0.01, 0.21], [-0.13, 0.19, 0.23], [0.21, 0.21, 0.01], [0.20, -0.06, -0.12], [-0.04, -0.24, -0.34], [-0.34, -0.32, 0.05], [0.21, 0.08, 0.11], [-0.27, 0.09, -0.10], [0.29, 0.05, -0.11], [-0.34, -0.06, -0.13], [0.28, 0.04, -0.11], [-0.32, -0.24, -0.02], [-0.18, -0.19, 0.15], [0.17, 0.19, -0.05], [0.32, 0.39, 0.27], [2.14, 0.61, 0.22], [-2.56, -0.03, -0.99], [0.30, -0.37, -0.26], [-0.06, 0.25, -0.13], [-0.24, -0.33, 0.07], [-0.12, -0.36, -0.17], [0.18, 0.36, 0.38], [-0.29, -0.63, 0.05], [0.17, 0.21, 0.20], [-0.09, -0.19, -0.01], [-0.01, -0.03, 0.19], [0.30, -0.32, 0.18], [-0.12, 0.10, 0.03], [-0.06, 0.19, -0.28]]}

***

{"formula": "C3H4NOS", "method": "ωB97M-V with the def2-TZVPD basis set", "fmax_ev_per_a": 2.6, "charge": 1, "relative_energy_kj_mol": 0.00, "species": ["C", "C", "C", "N", "O", "S", "H", "H", "H", "H"], "positions_angstrom": [[-1.09971, 0.56007, -0.43877], [0.99606, 1.22166, 0.22164], [0.11350, -1.36702, 0.15861], [-0.26182, 1.42352, 0.00114], [-1.05871, -0.75097, -0.36008], [1.64490, -0.34615, -0.29916], [-1.92571, 0.91603, -0.92839], [1.45863, 2.14322, 0.66763], [-0.12988, -1.44524, 1.18188], [0.26274, -2.35512, -0.20451]], "forces_ev_per_angstrom": [[0.56, -2.51, 0.36], [0.15, -0.25, -0.25], [0.81, 1.93, -0.17], [0.14, 0.55, 0.85], [-0.39, 1.24, -0.92], [-0.35, 0.38, 1.13], [-2.18, 0.61, -1.27], [0.61, -1.48, -0.39], [0.67, 0.10, 1.57], [-0.02, -0.58, -0.90]]}

***

{"formula": "C8H11Br", "method": "ωB97M-V with the def2-TZVPD basis set", "fmax_ev_per_a": 4.8, "relative_energy_kj_mol": 177.76, "species": ["C", "C", "C", "C", "C", "C", "C", "C", "Br", "H", "H", "H", "H", "H", "H", "H", "H", "H", "H", "H"], "positions_angstrom": [[-0.41267, -0.89808, -1.18497], [-1.22154, -0.62741, 0.00271], [-1.84604, -1.81464, 0.65859], [-1.19458, 0.50756, 0.73326], [-0.39932, 1.71526, 0.50104], [0.73036, 1.97184, -0.26225], [1.98351, 1.34213, -0.40585], [2.26784, 0.19896, 0.21533], [3.96855, -0.55714, 0.09528], [0.76562, -0.83734, -1.09663], [-0.50495, -0.28648, -2.05013], [-0.67768, -1.86761, -1.68491], [-2.72828, -1.60000, 1.07779], [-1.18352, -2.18047, 1.47018], [-2.02281, -2.64135, -0.01226], [-1.85437, 0.49280, 1.60049], [-0.95214, 2.51964, 0.89336], [0.94642, 3.07614, -0.57719], [2.73187, 1.87683, -0.77235], [1.60372, -0.39066, 0.79852]], "forces_ev_per_angstrom": [[2.26, -1.55, -1.61], [0.93, 0.17, 0.91], [2.82, -1.27, -0.96], [1.04, -0.23, -0.22], [0.22, -1.12, -1.79], [-1.23, 3.44, 0.92], [-2.52, -3.56, 2.11], [0.53, -0.13, -0.61], [0.56, -0.21, 0.10], [-2.13, -0.49, 0.41], [-0.56, 1.55, -0.39], [0.39, 0.39, 0.99], [-3.41, 0.99, 1.76], [-0.23, 0.08, -0.46], [0.10, -0.24, -0.34], [0.17, 0.36, -0.02], [-0.32, 1.56, -0.02], [-1.13, -1.65, 0.99], [3.06, 2.10, -2.11], [-0.52, -0.18, 0.33]]}